(1)
This record from the Open Molecules 2025 dataset describes C3H6N2 in the gas phase in a non-equilibrium geometry. The level of theory is the ωB97M-V functional and the def2-TZVPD basis.

LUMO level = 0.0391 Ha
total charge = 0
spin multiplicity = 1
relative energy (zero: lowest compared OMol25 entry of this formula, charge and spin) = 20.4 kcal/mol
frontier orbital gap = 10.64 eV

Geometry (Å):
C 1.03 -0.31 0.14
C -1.27 -0.10 0.13
C 0.56 1.13 -0.06
H 1.42 -0.45 1.16
H 1.84 -0.61 -0.54
H -0.19 -1.35 -1.06
H -2.10 -0.29 -0.56
H -1.67 -0.09 1.15
H 1.26 1.95 -0.21
N -0.17 -1.10 -0.07
N -0.71 1.23 -0.08

=====

(2)
This record from the Open Molecules 2025 dataset describes a molecular structure, C37H33FN2O4P2Ti. The level of theory is the ωB97M-V functional and the def2-TZVPD basis.

LUMO level (spin up / spin down) = -0.1347 / -0.1331 Ha
total charge = +1
spin multiplicity = 2
relative energy (zero: lowest compared OMol25 entry of this formula, charge and spin) = 1.3 kcal/mol
frontier orbital gap (spin up / spin down) = 7.53 / 7.57 eV
expectation value of S² = 0.755

Geometry (Å):
Ti 1.60 -0.01 0.79
C 0.74 1.87 1.88
C 1.96 1.56 2.51
C 1.84 0.27 3.10
C 0.53 -0.20 2.84
C -0.15 0.78 2.08
H 0.52 2.77 1.33
H 2.85 2.17 2.52
H 2.61 -0.25 3.64
H 0.13 -1.16 3.13
H -1.16 0.72 1.71
C -0.12 1.29 -1.80
C 1.16 1.13 -2.64
P 2.43 0.23 -1.70
C 3.64 -0.46 -2.84
C 4.83 0.21 -3.15
C 5.71 -0.34 -4.07
C 5.41 -1.55 -4.67
C 4.23 -2.22 -4.37
C 3.35 -1.68 -3.45
C 3.31 1.43 -0.66
C 4.30 0.88 0.18
C 5.06 1.70 1.01
C 4.82 3.06 1.04
C 3.81 3.61 0.25
C 3.06 2.81 -0.59
P -0.60 3.06 -1.52
C -1.36 3.42 -3.14
C -0.65 4.26 -3.99
C -1.13 4.54 -5.26
C -2.34 4.00 -5.68
C -3.06 3.17 -4.83
C -2.57 2.88 -3.56
C -2.00 2.82 -0.37
C -2.79 1.67 -0.29
C -3.81 1.58 0.65
C -4.05 2.62 1.53
C -3.27 3.77 1.47
C -2.25 3.86 0.53
H 0.00 0.85 -0.79
H -0.93 0.72 -2.24
H 1.54 2.08 -3.02
H 0.97 0.51 -3.52
H 5.06 1.16 -2.68
H 6.62 0.18 -4.31
H 6.10 -1.98 -5.39
H 4.00 -3.16 -4.84
H 2.43 -2.19 -3.20
H 4.54 -0.18 0.11
H 5.84 1.27 1.62
H 5.41 3.70 1.68
H 3.62 4.67 0.29
H 2.28 3.25 -1.20
H 0.28 4.70 -3.66
H -0.57 5.19 -5.92
H -2.72 4.22 -6.67
H -4.01 2.76 -5.15
H -3.15 2.25 -2.90
H -2.63 0.84 -0.96
H -4.42 0.68 0.69
H -4.84 2.54 2.26
H -3.44 4.59 2.15
H -1.63 4.75 0.49
F 3.70 -5.73 -4.21
C 2.73 -5.68 -3.29
C 2.91 -5.04 -2.13
N 1.93 -5.00 -1.16
C 2.03 -4.08 -0.06
C 1.38 -2.74 -0.39
O 0.89 -2.50 -1.47
O 1.42 -1.88 0.62
C 0.68 -5.56 -1.37
O -0.22 -5.45 -0.57
N 0.55 -6.26 -2.55
C 1.47 -6.36 -3.60
O 1.22 -6.94 -4.63
H 3.85 -4.54 -1.91
H 3.09 -3.90 0.17
H 1.57 -4.49 0.83
H -0.35 -6.68 -2.71

=====

(3)
This record from the Open Molecules 2025 dataset describes a molecular structure, C29H40MnN9S2. The level of theory is the ωB97M-V functional and the def2-TZVPD basis.

LUMO level (spin up / spin down) = -0.0292 / 0.0056 Ha
total charge = 0
spin multiplicity = 5
relative energy (zero: lowest compared OMol25 entry of this formula, charge and spin) = 3.9 kcal/mol
frontier orbital gap (spin up / spin down) = 7.01 / 8.16 eV
expectation value of S² = 6.147

Geometry (Å):
Mn -0.70 0.01 1.19
S 1.57 0.15 0.89
C 1.61 0.36 2.61
S 0.09 -0.01 3.38
C 2.70 0.83 3.30
C 2.67 1.02 4.71
N 2.65 1.18 5.84
C 3.91 1.16 2.62
N 4.88 1.44 2.08
C 0.54 2.60 -1.63
N -0.17 3.33 -0.58
C 0.70 4.09 0.32
C -1.29 2.77 -0.02
N -1.54 1.51 -0.20
C -2.77 0.77 0.07
C -4.18 1.41 0.03
C -5.08 0.63 -0.93
C -5.03 -1.49 -0.38
C -3.94 -2.26 0.30
C -2.73 -1.77 0.01
N -1.45 -2.02 0.53
C -1.17 -3.04 1.32
N -2.14 -3.72 2.04
C -2.89 -2.98 3.03
C -2.11 -5.16 2.18
N 0.09 -3.49 1.44
C 0.57 -4.13 2.65
C 1.12 -3.25 0.44
N -2.13 3.68 0.62
C -2.39 3.54 2.05
C -2.27 5.02 0.11
H 1.02 3.33 -2.28
H -0.17 2.01 -2.21
H 1.30 1.93 -1.22
H 1.57 4.42 -0.23
H 1.04 3.47 1.15
H 0.19 4.97 0.72
H -4.17 2.49 -0.03
H -5.70 1.18 -1.65
H -5.81 -2.13 -0.79
H -4.16 -3.08 0.97
H -2.87 -1.92 2.79
H -2.47 -3.12 4.03
H -3.93 -3.32 3.05
H -1.46 -5.59 1.42
H -3.12 -5.54 2.02
H -1.78 -5.49 3.17
H -0.17 -4.07 3.44
H 1.46 -3.60 3.00
H 0.83 -5.17 2.47
H 0.78 -2.52 -0.28
H 1.37 -4.18 -0.07
H 2.02 -2.86 0.92
H -2.05 2.58 2.41
H -3.46 3.64 2.26
H -1.86 4.33 2.60
H -1.99 5.05 -0.94
H -1.67 5.76 0.66
H -3.32 5.31 0.20
C -0.92 -2.69 -2.63
N -1.70 -1.54 -3.02
C -2.84 -1.88 -3.84
C -1.82 -0.46 -2.06
C -2.85 -0.54 -0.90
C -4.30 -0.60 -1.40
C -5.67 -0.19 0.24
C -4.90 0.74 1.24
C -3.79 0.27 2.14
C -2.61 0.30 1.54
H -0.77 -3.32 -3.51
H -1.38 -3.31 -1.85
H 0.06 -2.36 -2.29
H -2.49 -2.44 -4.71
H -3.32 -0.97 -4.20
H -3.60 -2.49 -3.33
H -2.07 0.45 -2.62
H -0.82 -0.31 -1.65
H -4.40 -0.86 -2.45
H -6.74 -0.27 0.43
H -5.61 1.38 1.76
H -3.99 -0.01 3.17

=====

(4)
This record from the Open Molecules 2025 dataset describes 2 unconnected molecules or ions with the total composition C20H20O in a non-equilibrium geometry. The level of theory is the ωB97M-V functional and the def2-TZVPD basis.

LUMO level = -0.0984 Ha
total charge = 0
spin multiplicity = 1
relative energy (zero: lowest compared OMol25 entry of this formula, charge and spin) = 40.6 kcal/mol
frontier orbital gap = 2.58 eV

Geometry (Å):
C 0.04 2.77 2.35
C 0.55 1.82 1.31
C -0.02 1.88 0.01
C 0.35 1.03 -1.05
C 1.25 -0.03 -0.86
C 1.62 -0.85 -1.90
C 1.13 -0.63 -3.17
C 0.23 0.41 -3.38
C -0.17 1.21 -2.35
O 1.45 1.05 1.61
H -1.02 2.96 2.20
H 0.18 2.34 3.34
H 0.59 3.71 2.31
H -0.77 2.63 -0.17
H 1.66 -0.19 0.12
H 2.32 -1.65 -1.72
H 1.44 -1.25 -3.98
H -0.13 0.59 -4.38
H -0.87 2.01 -2.53
C 3.64 5.40 0.54
C 4.18 4.66 1.79
C 5.08 3.60 1.24
C 5.08 3.63 -0.12
C 4.24 4.65 -0.63
C 3.97 4.91 -2.00
C 4.67 4.23 -3.02
C 4.39 4.47 -4.35
C 3.40 5.37 -4.70
C 2.71 6.06 -3.72
C 2.99 5.85 -2.39
H 2.54 5.38 0.49
H 3.96 6.44 0.50
H 4.72 5.34 2.46
H 3.37 4.21 2.38
H 5.65 2.91 1.84
H 5.63 2.93 -0.72
H 5.45 3.54 -2.76
H 4.94 3.95 -5.11
H 3.17 5.53 -5.74
H 1.94 6.76 -4.00
H 2.44 6.39 -1.64

=====

(5)
This record from the Open Molecules 2025 dataset describes 2 unconnected molecules or ions with the total composition C7H18N2. The level of theory is the ωB97M-V functional and the def2-TZVPD basis.

LUMO level = 0.0328 Ha
total charge = 0
spin multiplicity = 1
relative energy (zero: lowest compared OMol25 entry of this formula, charge and spin) = 8.5 kcal/mol
frontier orbital gap = 9.99 eV

Geometry (Å):
C -0.46 1.59 0.64
C -0.80 2.85 1.45
C -1.57 1.30 -0.38
C 0.87 1.77 -0.08
N -0.30 0.49 1.59
H -0.24 -0.38 1.08
H -1.11 0.43 2.19
H -0.22 2.87 2.36
H -1.85 2.87 1.71
H -0.59 3.76 0.86
H -1.31 0.42 -0.98
H 0.81 2.56 -0.82
H -2.51 1.11 0.12
H -1.70 2.14 -1.05
H 1.65 2.02 0.64
H 1.15 0.84 -0.58
C -0.26 -2.89 0.04
C 1.97 -2.43 -1.08
C 0.49 -2.18 -1.04
N -0.15 -1.44 -1.83
H 0.40 -0.99 -2.56
H -1.28 -2.53 0.08
H -0.26 -3.96 -0.16
H 2.18 -3.50 -1.06
H 2.43 -1.99 -1.96
H 2.43 -1.99 -0.19
H 0.23 -2.73 1.01

=====

(6)
This record from the Open Molecules 2025 dataset describes 2 unconnected molecules or ions with the total composition C4H12O in a non-equilibrium geometry. The level of theory is the ωB97M-V functional and the def2-TZVPD basis.

LUMO level = 0.0319 Ha
total charge = 0
spin multiplicity = 1
relative energy (zero: lowest compared OMol25 entry of this formula, charge and spin) = 11.9 kcal/mol
frontier orbital gap = 11.76 eV

Geometry (Å):
C 0.70 -0.72 -1.64
C -2.44 -0.14 0.48
C -0.96 -0.05 0.10
C -0.78 -0.56 -1.35
H 1.23 -1.25 -0.83
H 1.34 0.18 -1.64
H 1.11 -1.21 -2.53
H -2.67 0.28 1.45
H -2.77 -1.17 0.31
H -3.10 0.45 -0.17
H -0.33 -0.54 0.84
H -0.67 1.00 0.02
H -1.14 -1.59 -1.32
H -1.26 -0.02 -2.16
H 3.75 2.11 2.14
H 4.38 1.74 3.42
O 3.62 1.49 2.87

=====

(7)
This record from the Open Molecules 2025 dataset describes 7 unconnected molecules or ions with the total composition C47H88NO15P in a non-equilibrium geometry. The level of theory is the ωB97M-V functional and the def2-TZVPD basis.

LUMO level = -0.0296 Ha
total charge = 0
spin multiplicity = 1
frontier orbital gap = 7.08 eV

Geometry (Å):
C 2.26 0.09 -3.45
C 2.77 -0.62 -2.07
C 1.47 -0.99 -1.20
C 1.02 0.19 -0.16
C 1.43 -2.45 -0.58
C 0.15 -3.37 -0.75
C -1.19 -2.91 -1.49
C -1.56 -3.82 -2.77
C -0.54 -4.52 -3.69
C -1.12 -5.41 -4.85
C -2.65 -5.61 -5.08
C -3.69 -4.89 -4.16
C -3.11 -4.01 -3.02
C 0.08 -4.83 -0.15
O -1.12 -5.62 -0.30
C 1.24 -5.46 0.64
C 2.46 -4.51 0.78
C 2.61 -3.06 0.22
P 4.26 -2.21 0.66
C 5.42 -2.16 -0.88
C 3.97 -0.39 1.21
C 5.07 -0.14 2.39
C 3.44 -5.41 1.65
O 4.64 -5.13 1.93
N 2.70 -6.61 2.10
C 3.53 -7.81 2.43
C 1.45 -6.87 1.35
O 0.78 -7.93 1.28
H 3.14 0.78 -3.76
H 1.36 0.78 -3.29
H 2.13 -0.66 -4.31
H 3.24 -1.61 -2.41
H 3.49 0.12 -1.60
H 0.61 -0.98 -1.98
H 0.09 0.74 -0.49
H 0.96 -0.23 0.91
H 1.92 0.92 -0.15
H -2.04 -3.12 -0.73
H -1.25 -1.79 -1.71
H 0.59 -4.41 -3.52
H -0.44 -5.99 -5.59
H -3.10 -6.28 -5.90
H -4.83 -5.00 -4.27
H -3.87 -3.51 -2.32
H -0.83 -6.33 -0.93
H 5.60 -1.09 -1.23
H 6.39 -2.69 -0.52
H 4.93 -2.82 -1.69
H 2.96 -0.24 1.71
H 4.23 0.37 0.40
H 4.73 0.62 3.17
H 6.05 0.23 1.90
H 5.30 -1.13 2.93
H 4.19 -8.14 1.56
H 4.26 -7.48 3.27
H 2.91 -8.67 2.88
C 5.26 5.63 -0.67
O 4.69 5.81 0.63
C 3.64 4.89 0.89
C 4.12 3.72 1.75
O 5.07 2.92 1.05
C 6.41 3.22 1.43
H 6.21 6.15 -0.70
H 5.43 4.58 -0.90
H 4.59 6.06 -1.42
H 3.19 4.53 -0.04
H 2.87 5.44 1.45
H 3.27 3.08 1.97
H 4.53 4.08 2.70
H 6.64 2.76 2.39
H 6.59 4.30 1.49
H 7.08 2.80 0.67
C -7.45 -7.74 -2.43
O -6.08 -7.83 -2.79
C -5.20 -7.47 -1.73
C -4.64 -8.70 -1.02
O -5.67 -9.44 -0.36
C -6.09 -10.56 -1.11
H -8.04 -8.29 -3.16
H -7.64 -8.18 -1.44
H -7.76 -6.69 -2.43
H -5.71 -6.81 -1.01
H -4.37 -6.91 -2.17
H -3.94 -8.37 -0.25
H -4.09 -9.34 -1.72
H -5.36 -11.37 -1.01
H -6.24 -10.33 -2.17
H -7.05 -10.91 -0.70
C -2.86 -10.84 3.95
O -4.16 -10.30 4.08
C -4.80 -10.10 2.83
C -5.78 -11.23 2.51
O -5.11 -12.47 2.33
C -5.17 -13.29 3.49
H -2.54 -11.23 4.92
H -2.83 -11.66 3.22
H -2.16 -10.06 3.64
H -4.06 -9.99 2.03
H -5.36 -9.16 2.90
H -6.29 -11.00 1.57
H -6.55 -11.31 3.29
H -6.15 -13.76 3.56
H -4.97 -12.73 4.41
H -4.41 -14.07 3.39
C 1.48 10.88 3.12
O 1.44 10.22 4.37
C 0.37 9.29 4.47
C 0.83 7.86 4.22
O 1.29 7.69 2.88
C 2.71 7.74 2.78
H 2.46 11.35 3.00
H 1.32 10.19 2.28
H 0.71 11.66 3.09
H -0.44 9.57 3.78
H -0.03 9.36 5.49
H -0.01 7.19 4.36
H 1.61 7.58 4.94
H 3.13 6.79 3.11
H 3.14 8.56 3.36
H 2.96 7.89 1.73
C -4.82 11.24 0.61
O -3.89 10.43 -0.10
C -2.60 10.43 0.50
C -2.38 9.17 1.35
O -3.26 9.14 2.47
C -4.39 8.30 2.25
H -5.83 10.98 0.27
H -4.77 11.09 1.69
H -4.64 12.30 0.38
H -2.45 11.33 1.10
H -1.87 10.44 -0.31
H -1.36 9.19 1.74
H -2.49 8.27 0.74
H -4.10 7.25 2.37
H -4.83 8.45 1.26
H -5.14 8.54 3.00
C 1.58 8.16 -2.58
O 2.42 7.14 -3.10
C 1.85 6.50 -4.24
C 2.44 7.04 -5.54
O 2.10 8.41 -5.74
C 3.16 9.29 -5.36
H 2.18 8.78 -1.91
H 1.17 8.79 -3.36
H 0.77 7.71 -2.00
H 0.76 6.60 -4.24
H 2.09 5.43 -4.16
H 2.02 6.48 -6.38
H 3.53 6.90 -5.56
H 3.92 9.30 -6.15
H 3.61 9.01 -4.41
H 2.74 10.29 -5.26

=====

(8)
This record from the Open Molecules 2025 dataset describes a molecular structure, C18H22F6IrN3O10S2. The level of theory is the ωB97M-V functional and the def2-TZVPD basis.

LUMO level (spin up / spin down) = -0.0001 / -0.0607 Ha
total charge = 0
spin multiplicity = 5
relative energy (zero: lowest compared OMol25 entry of this formula, charge and spin) = 9.9 kcal/mol
frontier orbital gap (spin up / spin down) = 8.21 / 6.47 eV
expectation value of S² = 6.025

Geometry (Å):
Ir -0.01 0.37 -0.71
C -2.46 -4.07 4.00
O -2.64 -2.78 4.56
C -2.31 -1.71 3.80
C -2.53 -0.46 4.40
C -2.21 0.67 3.70
C -1.67 0.64 2.39
C -1.41 1.89 1.72
C -1.63 3.21 2.40
O -1.01 1.98 0.54
C -1.46 -0.64 1.79
O -0.97 -0.86 0.61
C -1.78 -1.80 2.53
H -2.80 -4.77 4.75
H -1.40 -4.25 3.78
H -3.04 -4.19 3.08
H -2.95 -0.42 5.39
H -2.40 1.62 4.16
H -1.40 3.20 3.46
H -2.68 3.50 2.29
H -1.02 3.96 1.91
H -1.59 -2.74 2.04
C -2.62 1.51 -4.23
C -1.97 0.76 -3.12
N -1.41 1.31 -2.12
O -1.45 2.69 -2.10
C -1.95 -0.71 -3.20
C -2.64 -1.46 -4.30
N -1.29 -1.33 -2.29
O -1.09 -2.52 -2.09
H -2.54 2.58 -4.09
H -3.67 1.23 -4.31
H -2.15 1.23 -5.18
H -1.19 2.90 -1.19
H -3.67 -1.12 -4.43
H -2.64 -2.52 -4.08
H -2.12 -1.31 -5.25
F 5.42 1.13 -0.84
C 4.41 1.97 -0.68
F 4.70 3.13 -1.26
F 4.23 2.18 0.63
S 2.86 1.24 -1.37
O 2.74 -0.05 -0.72
O 1.76 2.13 -1.05
N 3.24 1.21 -2.88
S 2.27 0.43 -3.86
O 2.23 1.06 -5.14
O 1.03 0.06 -3.22
C 3.15 -1.18 -4.15
F 4.41 -0.96 -4.49
F 3.11 -1.93 -3.06
F 2.54 -1.83 -5.14
C 2.98 0.51 3.46
C 2.14 -0.09 2.36
C 2.38 -1.53 2.01
O 1.30 0.57 1.80
H 3.47 -0.24 4.07
H 2.35 1.15 4.08
H 3.74 1.14 3.00
H 3.44 -1.74 1.89
H 1.84 -1.79 1.10
H 2.02 -2.14 2.84